Arrangement 1

Computed, not measured: a 2-piece molecular cluster, C2H4NPS overall, with ωB97M-V with the def2-TZVPD basis set.

Structure (ORCA input):
```
! wB97M-V def2-TZVPD RIJCOSX def2/J DEFGRID3
* xyz 0 1
C -0.08132 1.43777 -0.08352
C 0.28344 -1.21063 -0.06096
N 1.25700 1.07614 -0.04974
P 1.90484 -0.33351 -0.15631
S -1.10882 -0.12404 -0.30800
H -0.20358 2.14644 0.68750
H -0.43892 1.84352 -1.09101
H 0.24411 -1.93110 -0.88510
H 0.29761 -2.16408 1.05402
*
```

Properties
HOMO level in eV: -8.62
Molecular weight in g mol⁻¹: 105.10
Orbital gap in eV: 8.274

***

Arrangement 2

Computed, not measured: one molecule with the formula C2H4NPS, with ωB97M-V with the def2-TZVPD basis set.

Structure (ORCA input):
```
! wB97M-V def2-TZVPD RIJCOSX def2/J DEFGRID3
* xyz 0 1
C 0.48805 -1.16046 0.70316
N -0.87587 -1.28053 0.94008
P -1.98781 -0.40080 0.36615
C -0.69018 0.70221 -1.00835
S 0.93851 0.40259 -0.42334
H 1.06834 -0.94510 1.58102
H 0.77836 -2.05789 0.36965
H -1.05368 0.27910 -1.94792
H -1.14382 1.80202 -0.87681
*
```

Properties
HOMO level in eV: -8.63
Structure (SMILES): C1N=PCS1
Molecular weight in g mol⁻¹: 105.10
Orbital gap in eV: 8.273

***

The energetic minimum among the shown structures is arrangement 2; the next structure lies 16.6 kcal/mol above.